[1]
{
  "formula": "C41H33AgF3N3O2Sb",
  "method": "ωB97M-V with the def2-TZVPD basis set",
  "species": ["Ag", "C", "C", "C", "C", "C", "C", "C", "C", "N", "C", "O", "C", "C", "C", "C", "C", "N", "C", "O", "N", "C", "C", "C", "C", "C", "C", "C", "C", "H", "H", "H", "H", "H", "H", "H", "H", "H", "H", "H", "H", "H", "H", "H", "H", "H", "H", "H", "H", "H", "F", "C", "C", "C", "C", "C", "C", "Sb", "C", "C", "C", "C", "F", "C", "C", "C", "C", "C", "C", "F", "C", "C", "H", "H", "H", "H", "H", "H", "H", "H", "H", "H", "H", "H"],
  "xyz": [[-1.003100, -0.162300, 0.391700], [-2.485900, 1.989600, 1.825800], [-2.261200, 3.204200, 0.978700], [-3.101700, 4.289400, 1.158900], [-3.020600, 5.406600, 0.351100], [-2.122300, 5.393400, -0.700800], [-1.275000, 4.322500, -0.926100], [-0.428800, 4.328100, -2.163500], [-1.273300, 3.226300, -0.029000], [-0.433900, 2.141400, -0.187300], [0.851600, 2.339100, -0.479900], [1.501400, 3.386900, -0.377900], [1.559300, 1.107400, -0.983900], [2.670000, 1.208800, -1.816700], [3.261800, 0.044900, -2.277200], [2.701400, -1.178100, -1.946500], [1.571400, -1.193000, -1.137500], [1.063500, -0.072700, -0.643500], [0.844600, -2.488000, -0.836100], [1.388400, -3.551300, -1.156100], [-0.333000, -2.337300, -0.230500], [-1.164300, -3.452600, -0.105100], [-1.534600, -3.920000, 1.165600], [-1.010600, -3.257700, 2.402900], [-2.413400, -4.983800, 1.284400], [-2.946900, -5.597500, 0.167100], [-2.590800, -5.131700, -1.087100], [-1.705000, -4.077000, -1.242800], [-1.349500, -3.571400, -2.608100], [-3.512800, 1.977900, 2.191300], [-1.808600, 1.937600, 2.680700], [-2.311700, 1.081000, 1.211400], [-3.835000, 4.252400, 1.954700], [-3.669200, 6.259200, 0.504300], [-2.088900, 6.233500, -1.383300], [-0.779100, 5.082700, -2.867800], [-0.455600, 3.347600, -2.642400], [0.612600, 4.534700, -1.911500], [3.047500, 2.184200, -2.080200], [4.144900, 0.090000, -2.900700], [3.113700, -2.112600, -2.292800], [0.078500, -3.211800, 2.394100], [-1.331200, -3.803000, 3.288500], [-1.394200, -2.231700, 2.466400], [-2.677000, -5.334600, 2.274800], [-3.638400, -6.424400, 0.273700], [-3.014100, -5.594400, -1.969100], [-2.043100, -3.949100, -3.357400], [-0.336700, -3.878700, -2.870700], [-1.365800, -2.479700, -2.619500], [-0.594900, -0.438900, 8.987900], [-0.270200, -0.280200, 7.679900], [-1.055200, 0.531400, 6.884200], [-0.721500, 0.662800, 5.548200], [0.380600, 0.016100, 5.005700], [1.133600, -0.804700, 5.830800], [0.823000, -0.954400, 7.171500], [0.684300, 0.162500, 2.848400], [1.474800, 2.157300, 2.875500], [0.701500, 3.196200, 3.368700], [1.070400, 4.513000, 3.178000], [2.220500, 4.773200, 2.458600], [2.600800, 6.061000, 2.285900], [3.001300, 3.762100, 1.935900], [2.618400, 2.451600, 2.154700], [2.573900, -0.863900, 2.819100], [3.622400, -0.569100, 3.680100], [4.797400, -1.299300, 3.627100], [4.922600, -2.300500, 2.680700], [6.075600, -3.013300, 2.637200], [3.905100, -2.598000, 1.795700], [2.726200, -1.881000, 1.890900], [-1.910600, 1.034700, 7.308800], [-1.346100, 1.279000, 4.915800], [1.977300, -1.339900, 5.421600], [1.410300, -1.588800, 7.817300], [-0.201600, 2.986000, 3.922200], [0.460600, 5.329300, 3.535000], [3.856100, 4.004000, 1.326300], [3.199700, 1.642900, 1.735000], [3.520000, 0.234900, 4.398100], [5.613600, -1.103100, 4.305000], [4.023200, -3.372800, 1.053800], [1.914100, -2.113200, 1.219600]],
  "forces_ev_per_a": [[0.4, -0.4, -0.2], [0.1, 0.0, -0.2], [0.1, -0.1, -0.1], [-0.1, 0.2, 0.1], [0.0, 0.1, 0.0], [-0.1, 0.1, 0.0], [0.1, -0.1, -0.1], [0.1, 0.1, 0.1], [-0.2, 0.4, 0.1], [-0.1, -0.4, -0.2], [-0.3, 0.1, 0.3], [0.2, 0.0, -0.3], [0.3, -0.1, -0.1], [0.0, 0.1, 0.1], [-0.1, 0.0, 0.1], [0.0, -0.1, 0.1], [0.2, 0.1, -0.2], [0.2, 0.0, -0.4], [-0.4, -0.1, 0.3], [0.3, -0.2, -0.2], [-0.1, 0.5, 0.1], [-0.1, -0.5, 0.1], [0.1, 0.1, 0.0], [-0.1, 0.1, -0.1], [-0.1, -0.1, 0.0], [-0.1, -0.1, 0.0], [-0.1, -0.1, 0.0], [0.0, 0.2, 0.0], [0.0, 0.0, 0.0], [0.0, -0.1, 0.0], [0.0, -0.1, 0.0], [-0.5, 0.3, 0.4], [-0.1, 0.0, 0.1], [0.0, 0.0, 0.0], [0.0, 0.0, -0.1], [-0.1, 0.0, 0.0], [0.0, 0.0, -0.1], [0.0, 0.0, -0.1], [0.0, 0.1, 0.1], [0.0, 0.0, -0.1], [0.0, -0.1, 0.0], [0.1, 0.1, 0.0], [0.0, 0.0, 0.1], [0.1, -0.1, 0.1], [0.0, 0.0, 0.0], [0.0, 0.0, 0.0], [0.0, 0.0, -0.1], [0.0, 0.0, 0.0], [0.0, 0.0, 0.0], [0.0, 0.0, -0.1], [0.1, 0.1, -0.2], [0.0, 0.0, -0.1], [0.0, 0.0, 0.3], [0.0, 0.1, -0.1], [-0.1, -0.1, -0.6], [0.1, 0.0, -0.1], [-0.1, 0.0, 0.3], [0.5, 0.1, 0.7], [-0.2, -0.5, -0.2], [-0.1, 0.0, 0.1], [0.0, 0.2, -0.1], [0.2, -0.2, 0.1], [-0.1, -0.1, -0.1], [0.0, 0.3, 0.2], [0.1, 0.0, 0.1], [-0.5, 0.3, 0.0], [0.0, 0.1, 0.0], [0.2, -0.1, 0.0], [-0.1, 0.0, 0.0], [-0.2, 0.1, 0.0], [0.3, -0.2, 0.0], [-0.1, 0.0, -0.1], [-0.1, 0.0, 0.0], [-0.1, 0.1, 0.0], [0.1, -0.1, 0.1], [0.0, -0.1, 0.1], [-0.1, 0.0, 0.0], [0.0, 0.1, 0.1], [0.1, 0.0, 0.0], [0.1, 0.0, -0.1], [0.1, 0.0, 0.0], [0.1, 0.0, 0.0], [0.0, -0.1, 0.0], [0.0, -0.1, 0.0]],
  "de_lowest_kj_mol": 48.8,
  "multiplicity": 1,
  "total_charge": -1,
  "e_lumo_ev": 2.45
}


[2]
{
  "formula": "C41H33AsF3IrN2S3",
  "method": "ωB97M-V with the def2-TZVPD basis set",
  "species": ["Ir", "S", "C", "C", "C", "C", "C", "C", "As", "C", "C", "C", "C", "C", "C", "C", "C", "C", "C", "C", "C", "H", "H", "H", "H", "H", "H", "H", "H", "H", "H", "H", "H", "H", "H", "F", "C", "F", "F", "C", "C", "C", "C", "N", "C", "S", "H", "H", "H", "C", "C", "C", "C", "C", "C", "C", "C", "S", "C", "N", "C", "C", "C", "C", "C", "C", "C", "C", "H", "H", "H", "H", "H", "H", "H", "H", "H", "H", "H", "H", "H", "H", "H", "H"],
  "xyz": [[0.123500, 0.207100, 0.218200], [-1.941900, 1.445200, 1.149400], [-1.249900, 2.059200, 2.618200], [-1.614300, 3.335200, 3.052500], [-1.093600, 3.838300, 4.226200], [-0.213300, 3.076200, 4.984400], [0.136000, 1.800000, 4.573100], [-0.373700, 1.274400, 3.394400], [0.052700, -0.479600, 2.699100], [-1.665300, -1.383900, 2.834000], [-2.641700, -0.977700, 3.736100], [-3.899600, -1.553500, 3.690900], [-4.185600, -2.537100, 2.758400], [-3.209100, -2.955700, 1.869100], [-1.953000, -2.376400, 1.902300], [1.110000, -1.165600, 4.196800], [2.376600, -0.630000, 4.414500], [3.109900, -1.019500, 5.521800], [2.591100, -1.957500, 6.402100], [1.341600, -2.509200, 6.170600], [0.597600, -2.116800, 5.069100], [-2.293800, 3.917900, 2.450300], [-1.372200, 4.827400, 4.553600], [0.193100, 3.472400, 5.902700], [0.803300, 1.205300, 5.187200], [-2.421200, -0.196300, 4.457300], [-4.666800, -1.219300, 4.371500], [-5.173200, -2.970000, 2.714900], [-3.432700, -3.716200, 1.137400], [-1.186000, -2.671500, 1.190900], [2.773000, 0.101100, 3.714300], [4.082100, -0.586800, 5.705400], [3.159600, -2.253500, 7.270600], [0.940000, -3.240100, 6.852900], [-0.383500, -2.540800, 4.884600], [-0.576700, -0.348000, -4.655200], [-0.126400, -1.603200, -4.635500], [0.941600, -1.633600, -5.450500], [-1.063900, -2.372000, -5.206200], [0.249500, -2.106500, -3.266400], [1.014200, -3.261900, -3.183100], [1.386700, -3.741800, -1.934000], [1.090300, -2.970300, -0.824000], [0.384800, -1.852200, -0.897300], [-0.129000, -1.459100, -2.082800], [-1.289600, -0.199000, -1.927900], [1.301000, -3.779400, -4.084000], [1.903400, -4.680600, -1.834700], [1.418100, -3.255500, 0.164200], [4.787600, -4.157900, 3.704000], [3.966300, -4.152200, 2.408700], [4.425900, -5.288700, 1.483000], [2.498200, -4.392500, 2.777100], [4.194300, -2.833400, 1.688200], [5.489100, -2.536600, 1.226500], [5.781600, -1.383700, 0.534200], [4.752400, -0.502000, 0.256500], [4.775000, 0.964000, -0.677100], [3.053600, 1.096600, -0.441100], [2.527300, 0.153800, 0.294300], [3.445500, -0.770900, 0.702600], [3.183000, -1.925500, 1.438600], [2.232900, 2.109900, -1.050300], [2.774800, 3.130800, -1.833800], [1.941100, 4.059200, -2.422400], [0.567700, 3.981600, -2.236000], [0.026900, 2.957000, -1.466300], [0.843200, 2.016600, -0.860200], [4.703200, -5.123800, 4.192700], [4.415400, -3.397000, 4.385800], [5.839300, -3.965000, 3.516000], [4.172100, -6.254200, 1.910400], [5.498600, -5.267400, 1.323000], [3.939400, -5.202000, 0.514500], [2.425500, -5.310000, 3.356300], [1.876700, -4.513400, 1.891200], [2.102700, -3.584200, 3.390600], [6.289000, -3.236000, 1.400900], [6.784500, -1.180800, 0.196900], [2.161600, -2.077300, 1.767200], [3.847400, 3.177200, -1.968800], [2.359300, 4.849900, -3.024700], [-0.087200, 4.712300, -2.691000], [-1.047900, 2.904500, -1.357800]],
  "forces_ev_per_a": [[-0.9, 0.8, -1.6], [1.9, -1.1, -1.8], [0.5, 0.0, 0.9], [0.0, -0.5, -0.3], [0.3, -0.1, 0.4], [-0.2, 0.3, 0.0], [0.0, -0.4, 0.0], [-0.3, 0.7, 0.0], [-0.7, 0.6, 0.7], [0.1, -0.2, -0.1], [0.3, 0.2, 0.1], [0.0, 0.0, 0.0], [0.0, 0.0, -0.1], [0.0, 0.0, 0.0], [0.4, 0.1, 0.0], [0.3, -0.1, -0.5], [-0.1, 0.1, -0.3], [0.1, 0.1, 0.0], [-0.1, 0.0, 0.0], [0.0, 0.0, 0.0], [-0.3, 0.1, -0.3], [-0.1, 0.1, -0.1], [0.0, 0.1, 0.0], [0.0, 0.0, 0.1], [0.0, 0.1, 0.0], [-0.1, 0.0, -0.1], [-0.1, 0.0, 0.1], [-0.1, 0.0, 0.0], [0.0, -0.1, -0.1], [-0.1, -0.1, 0.0], [0.1, 0.0, 0.1], [0.1, 0.0, 0.0], [0.1, 0.0, 0.1], [-0.1, -0.1, 0.1], [0.0, 0.0, 0.1], [0.0, 0.0, 0.1], [0.0, 0.1, -0.4], [0.2, -0.2, 0.0], [-0.2, -0.2, 0.1], [0.0, 0.1, 0.2], [-0.2, 0.2, 0.4], [-0.1, 0.2, -0.1], [0.3, -0.3, 0.1], [-0.2, 0.9, 0.0], [0.2, -0.6, -0.4], [1.1, 1.3, 1.9], [0.0, -0.1, -0.1], [0.1, -0.1, 0.1], [0.1, -0.1, 0.0], [-0.1, 0.0, -0.1], [0.0, -0.2, 0.1], [-0.1, 0.1, 0.1], [0.3, 0.2, 0.0], [-0.1, 0.1, 0.0], [-0.1, 0.1, 0.0], [0.1, -0.1, 0.0], [-0.6, 0.1, 0.1], [-0.5, -0.1, 0.2], [0.5, -0.1, -0.1], [-1.9, 0.7, -0.6], [1.0, -0.6, 0.1], [-0.2, 0.1, -0.1], [-0.4, -0.1, 0.1], [-0.2, -0.1, 0.1], [0.1, 0.2, 0.0], [0.2, -0.2, 0.2], [-0.5, -0.1, 0.2], [-0.4, -1.3, 0.5], [0.0, -0.2, 0.1], [0.0, 0.1, 0.1], [0.1, 0.0, 0.0], [0.0, -0.1, 0.1], [0.2, 0.0, 0.0], [-0.1, -0.1, -0.2], [0.0, -0.1, 0.0], [-0.1, 0.0, -0.1], [0.0, 0.0, 0.0], [0.1, -0.1, 0.1], [0.2, 0.0, 0.0], [0.2, -0.2, 0.1], [0.0, 0.1, -0.1], [0.1, 0.1, -0.1], [0.0, 0.0, 0.0], [0.0, -0.1, 0.1]],
  "multiplicity": 2,
  "s2": 0.786,
  "total_charge": 1,
  "e_lumo_ev": [-4.45, -4.78]
}


[3]
{
  "formula": "C41H33AsNOPRuSe3Te",
  "method": "ωB97M-V with the def2-TZVPD basis set",
  "species": ["Ru", "Se", "Se", "Te", "Se", "O", "N", "C", "C", "C", "C", "C", "H", "H", "H", "H", "H", "C", "C", "C", "C", "C", "C", "As", "C", "C", "C", "C", "C", "C", "C", "C", "C", "C", "C", "C", "H", "H", "H", "H", "H", "H", "H", "H", "H", "H", "H", "H", "H", "C", "C", "C", "C", "C", "C", "P", "C", "C", "C", "C", "C", "C", "C", "C", "C", "C", "C", "C", "H", "H", "H", "H", "H", "H", "H", "H", "H", "H", "H", "H", "H", "H", "H"],
  "xyz": [[0.894854, 0.706120, -0.542994], [2.672942, 2.310351, -0.236775], [3.723665, 2.688304, -2.227649], [2.189470, 2.075221, -4.044397], [0.204293, 1.173812, -2.825090], [-1.415783, -0.640268, -0.926908], [-2.450880, -0.993086, -1.638772], [-3.043973, -2.179789, -1.385240], [-4.138944, -2.589086, -2.112104], [-4.653316, -1.773530, -3.108217], [-4.039117, -0.556746, -3.342387], [-2.938301, -0.183629, -2.601539], [-2.590663, -2.740302, -0.582850], [-4.578298, -3.550553, -1.886258], [-5.514343, -2.080725, -3.685641], [-4.403671, 0.124127, -4.099367], [-2.403979, 0.742329, -2.726150], [1.912403, -5.965872, 2.453228], [1.823617, -5.936743, 1.068752], [1.537390, -4.747089, 0.408246], [1.344011, -3.586813, 1.146350], [1.410665, -3.617152, 2.536296], [1.704089, -4.805516, 3.188840], [1.021230, -1.867654, 0.317759], [2.846151, -1.183231, 0.376110], [3.524986, -0.732833, 1.503000], [4.855621, -0.367289, 1.390299], [5.498190, -0.451715, 0.154516], [4.823937, -0.911379, -0.965140], [3.488357, -1.285660, -0.857876], [2.645404, -1.851193, -1.938936], [3.027672, -2.027039, -3.264964], [2.135134, -2.580424, -4.167379], [0.853894, -2.955895, -3.764938], [0.462682, -2.772176, -2.448405], [1.363026, -2.230452, -1.543270], [2.142103, -6.893671, 2.960751], [1.984883, -6.840835, 0.495249], [1.476091, -4.733476, -0.671752], [1.232357, -2.718176, 3.116368], [1.767790, -4.827217, 4.269332], [3.030590, -0.681194, 2.466116], [5.397022, -0.015678, 2.258950], [6.540338, -0.169520, 0.072523], [5.344068, -0.991789, -1.911820], [4.018073, -1.738125, -3.594790], [2.437080, -2.722513, -5.196906], [0.166315, -3.388355, -4.480482], [-0.536298, -3.048207, -2.134989], [0.274867, 6.448451, 0.263107], [0.370014, 5.632604, -0.857841], [0.117116, 4.274146, -0.752233], [-0.255289, 3.715047, 0.472358], [-0.356782, 4.542716, 1.587634], [-0.084500, 5.901731, 1.484087], [-0.664065, 1.935512, 0.556984], [-0.591612, 1.574202, 2.334844], [0.580815, 1.032972, 2.856183], [0.725776, 0.837753, 4.222335], [-0.306820, 1.185306, 5.082231], [-1.482275, 1.722273, 4.574192], [-1.625144, 1.917010, 3.207396], [-2.427001, 1.929274, 0.114603], [-2.948346, 2.875813, -0.761600], [-4.302659, 2.854680, -1.087614], [-5.135107, 1.889028, -0.545533], [-4.616716, 0.933952, 0.324618], [-3.269406, 0.949437, 0.645337], [0.477453, 7.508717, 0.182896], [0.646489, 6.053834, -1.816453], [0.203024, 3.645407, -1.627875], [-0.641780, 4.137352, 2.548650], [-0.158395, 6.531247, 2.361221], [1.397226, 0.777776, 2.193154], [1.643993, 0.419929, 4.616510], [-0.194836, 1.042619, 6.149335], [-2.288239, 1.995554, 5.242881], [-2.545931, 2.338471, 2.822120], [-2.310610, 3.642470, -1.183278], [-4.703136, 3.605647, -1.757023], [-6.188727, 1.879183, -0.795414], [-5.264283, 0.181322, 0.756702], [-2.867938, 0.200896, 1.316789]],
  "forces_ev_per_a": [[-0.7, 0.2, -0.7], [-0.5, -0.6, 0.1], [0.2, 0.1, 0.0], [-0.1, 0.1, -0.3], [0.4, 0.0, 0.6], [-0.1, -0.3, 0.0], [0.3, 0.2, 0.0], [0.0, 0.0, 0.0], [0.0, -0.1, 0.0], [-0.1, 0.0, 0.0], [0.0, 0.1, 0.0], [0.0, -0.1, 0.1], [0.0, 0.0, 0.0], [0.0, 0.0, 0.0], [0.0, 0.0, 0.0], [0.0, 0.0, 0.0], [-0.1, 0.1, 0.0], [0.0, 0.0, 0.0], [0.0, 0.0, 0.0], [0.0, -0.1, 0.1], [-0.1, -0.1, 0.2], [0.0, -0.1, 0.0], [0.0, 0.0, 0.0], [0.0, 0.3, 0.2], [0.0, -0.2, 0.3], [0.1, 0.0, -0.1], [0.0, 0.0, -0.1], [0.0, 0.0, 0.1], [0.0, 0.1, 0.0], [0.0, -0.1, -0.3], [0.2, 0.2, 0.1], [0.0, 0.0, -0.1], [-0.1, 0.0, 0.0], [0.0, 0.0, 0.0], [0.0, 0.0, -0.1], [-0.2, -0.1, 0.1], [0.0, 0.0, 0.0], [0.0, 0.0, 0.0], [0.0, 0.0, 0.0], [0.0, 0.0, 0.0], [0.0, 0.0, 0.0], [0.0, 0.0, 0.0], [0.0, 0.0, 0.0], [0.0, 0.0, 0.0], [0.0, 0.0, 0.0], [0.0, 0.0, 0.0], [0.0, 0.0, 0.0], [0.0, 0.0, 0.0], [0.0, 0.0, 0.0], [0.0, 0.0, 0.0], [0.0, 0.0, 0.0], [-0.1, 0.2, 0.0], [-0.1, 0.1, 0.0], [0.0, 0.0, 0.0], [0.0, 0.0, 0.0], [0.9, 0.5, -0.2], [-0.2, -0.1, 0.1], [0.0, 0.1, 0.1], [0.0, 0.0, 0.0], [0.0, 0.0, 0.0], [0.0, 0.0, -0.1], [0.0, -0.1, 0.0], [0.0, -0.3, 0.0], [-0.1, 0.0, 0.0], [0.1, 0.0, 0.0], [0.0, 0.0, 0.0], [0.0, 0.0, 0.0], [-0.1, 0.0, 0.0], [0.0, 0.0, 0.0], [0.0, 0.0, 0.0], [0.0, 0.0, 0.0], [0.0, 0.0, 0.0], [0.0, 0.0, 0.0], [0.0, 0.0, 0.0], [0.0, 0.0, 0.0], [0.0, 0.0, 0.0], [0.0, 0.0, 0.0], [0.0, 0.0, 0.0], [0.0, 0.0, 0.0], [0.0, 0.0, 0.0], [0.0, 0.0, 0.0], [0.0, 0.0, 0.0], [0.0, 0.0, 0.0]],
  "de_lowest_kj_mol": 160.9,
  "multiplicity": 2,
  "s2": 0.770,
  "total_charge": 1,
  "e_lumo_ev": [-3.50, -4.47]
}


E values (in eV) by entry order: -70310.069 -150363.167 -322625.837.
Max |F| values (in eV Å⁻¹) by entry order: 0.8 2.8 1.0.